DFT (ωB97M-V with the def2-TZVPD basis set) results for a cluster of 2 separate species, C2H4Cl4 in total at a distorted geometry.

Calculated values
multiplicity: 2
ΔE to the lowest compared entry with this formula, charge and spin: 0.0076 eV
E_tot: -1918.9468 Eh
highest occupied orbital energy (alpha / beta): -14.98 / -14.29 eV
LUMO energy (alpha / beta): -3.84 / -11.32 eV
⟨S²⟩: 0.753
total charge: +1

```
10
C2H4Cl4 (ωB97M-V with the def2-TZVPD basis set)
C 11.5054 -6.3955 -13.1375
Cl 12.8579 -7.5605 -12.8722
Cl 10.3639 -6.4879 -11.7588
H 11.8619 -5.3661 -13.1733
H 11.0700 -6.6065 -14.1142
C 16.0726 -7.2971 -14.9481
Cl 17.3610 -6.0443 -15.0561
Cl 15.6266 -7.9414 -16.5834
H 16.4289 -8.1320 -14.3448
H 15.1728 -6.8701 -14.5051
```

DFT (ωB97M-V with the def2-TZVPD basis set) results for a structure of composition C3H2IN2 at a distorted geometry.

Calculated values
ΔE to the lowest compared entry with this formula, charge and spin: 1.7872 eV
E_tot: -522.2494 Eh
highest occupied orbital energy: -15.07 eV
LUMO energy: -7.57 eV
total charge: +1

```
8
C3H2IN2 (ωB97M-V with the def2-TZVPD basis set)
C 0.4882 0.6455 -1.3192
C 0.2648 0.6244 0.6455
C -0.0833 -0.6826 0.0261
N 0.6899 1.5728 -0.4767
N 0.1053 -0.5181 -1.4082
I -2.1947 -1.0977 0.4751
H 0.2709 1.0144 1.6504
H 0.4588 -1.5586 0.4069
```

DFT (ωB97M-V with the def2-TZVPD basis set) results for a structure of composition C39H43As2ClIrSi2 at a distorted geometry.

Calculated values
multiplicity: 5
ΔE to the lowest compared entry with this formula, charge and spin: 0.0000 eV
E_tot: -7126.5613 Eh
highest occupied orbital energy (alpha / beta): -7.00 / -10.51 eV
LUMO energy (alpha / beta): -2.22 / -6.70 eV
⟨S²⟩: 6.030
total charge: +1

```
88
C39H43As2ClIrSi2 (ωB97M-V with the def2-TZVPD basis set)
C 1.8074 -0.8432 4.4218
C 2.2887 0.2760 3.6671
C 1.1771 1.1425 3.3937
H 3.3206 0.4295 3.3697
C -0.0001 0.5544 3.9831
C 0.3825 -0.6695 4.6081
H -0.2885 -1.3260 5.1442
H 2.4202 -1.6414 4.8150
H 1.2301 2.1054 2.8859
H -1.0118 0.9496 3.9545
Ir 0.7678 -0.8537 2.4087
Si -1.5345 2.6618 -1.6771
C -0.9436 3.1744 -3.3843
C -1.6226 2.8413 -4.5662
H -2.4598 2.1440 -4.5409
C -1.2404 3.4378 -5.7800
H -1.7548 3.1663 -6.7008
C -0.2109 4.3857 -5.8090
H 0.0725 4.8585 -6.7506
C 0.4536 4.7268 -4.6259
H 1.2413 5.4842 -4.6350
C 0.1191 4.0955 -3.4295
H 0.6699 4.3409 -2.5205
C -3.2897 3.2958 -1.6500
C -3.5032 4.6452 -1.9888
H -2.6472 5.3112 -2.1310
C -4.7958 5.1392 -2.1782
H -4.9368 6.1727 -2.4883
C -5.9008 4.3115 -1.9513
H -6.9112 4.7014 -2.0805
C -5.6947 2.9903 -1.5302
H -6.5505 2.3566 -1.3179
C -4.3958 2.4856 -1.3695
H -4.2454 1.4549 -1.0334
H -0.7981 3.5901 -0.7898
Si -0.0585 -0.1481 0.3911
C -1.3438 0.9899 1.1910
C -1.0153 2.3197 1.4936
H -0.0040 2.6822 1.3030
C -1.9740 3.1825 2.0332
H -1.7006 4.2233 2.2182
C -3.2645 2.7200 2.2966
H -4.0252 3.4102 2.6713
C -3.5753 1.3773 2.0488
H -4.5739 1.0047 2.2846
C -2.6217 0.5193 1.4983
H -2.8769 -0.5182 1.2874
C 1.3504 0.7479 -0.5655
C 2.4070 1.3740 0.1140
H 2.5458 1.2288 1.1906
C 3.3301 2.1737 -0.5709
H 4.1278 2.6711 -0.0121
C 3.2300 2.3265 -1.9572
H 3.9232 2.9735 -2.4947
C 2.2173 1.6531 -2.6545
H 2.1141 1.7717 -3.7345
C 1.3158 0.8415 -1.9611
H 0.5416 0.3064 -2.5101
H -1.3726 1.1927 -1.2443
Cl -0.9428 -1.5969 -0.7828
C 3.1222 -2.3164 -0.1786
As 2.0286 -3.6138 -1.1955
C 3.6090 -4.6498 -1.7113
C 1.3175 -5.0861 -0.0345
C 1.2277 -6.3228 -0.6931
C 0.7248 -7.4426 -0.0192
C 0.2250 -7.3040 1.2761
C 0.2494 -6.0546 1.9149
C 0.7962 -4.9463 1.2651
As 1.0176 -3.2130 2.3440
C 0.2822 -3.8743 4.0494
C 2.8732 -3.6577 2.8703
H 2.4865 -1.7574 0.5265
H 3.9450 -2.8232 0.3334
H 3.4947 -1.6199 -0.9398
H 4.4241 -4.4206 -1.0225
H 3.4161 -5.7225 -1.7340
H 3.8253 -4.2769 -2.7181
H 1.5485 -6.4243 -1.7328
H 0.7276 -8.4179 -0.5209
H -0.1848 -8.1689 1.7980
H -0.1666 -5.9586 2.9110
H 0.8580 -4.7675 4.3139
H 0.3799 -3.1349 4.8462
H -0.7691 -4.1121 3.8606
H 2.8325 -4.1659 3.8376
H 3.4466 -2.7302 2.9724
H 3.2937 -4.3403 2.1235
```

DFT (ωB97M-V with the def2-TZVPD basis set) results for a structure of composition C44H62BN10ORbS2 at a distorted geometry.

Calculated values
ΔE to the lowest compared entry with this formula, charge and spin: 1.6072 eV
E_tot: -3182.0368 Eh
highest occupied orbital energy: -1.44 eV
LUMO energy: 3.75 eV
total charge: -2

```
121
C44H62BN10ORbS2 (ωB97M-V with the def2-TZVPD basis set)
Rb -0.0079 0.0516 0.4411
C 2.1570 -4.0097 -5.0106
C 2.4804 -4.2900 -3.5451
C 2.4286 -3.0220 -2.7838
C 3.3849 -2.0722 -2.6229
C 4.8399 -2.2136 -3.0337
C 5.6115 -2.9948 -1.9428
C 2.7487 -0.9067 -1.9995
C 3.2929 0.3279 -1.7295
C 2.7265 1.5266 -1.2480
C 3.4974 2.7248 -0.9642
C 4.9765 2.8458 -1.0449
C 5.5509 2.8948 -2.4660
C 2.5727 3.7137 -0.6275
C 1.2559 2.9884 -0.6522
C 0.0252 3.6395 -0.4205
C -1.2123 3.1773 -0.6729
N -1.4495 1.8743 -1.1231
C -2.7485 1.6589 -1.1228
C -3.4263 0.4198 -1.4079
C -2.7793 -0.8109 -1.6333
N -1.4692 -1.0971 -1.6057
C -1.3218 -2.3560 -2.1076
C -0.0888 -3.0014 -2.4138
C 1.1598 -2.4367 -2.2883
N 1.4373 -1.2126 -1.6769
C -2.6581 -2.9305 -2.4099
C -3.5769 -1.9652 -2.1477
C -5.0714 -2.1510 -2.3167
C -5.7781 -2.5970 -1.0513
C -2.8113 -4.2582 -3.0648
C -2.7638 -4.2864 -4.5927
C -3.4679 2.8912 -0.7740
C -2.5279 3.8202 -0.4978
C -2.7202 5.2365 0.0481
C -2.8205 5.2385 1.6079
C -4.9527 3.0938 -0.9208
C -5.3106 3.1676 -2.4103
N 1.4298 1.7542 -1.0439
C 2.7874 5.1087 -0.1475
C 3.2275 5.0287 1.2962
H 2.0182 -4.8602 -5.6839
H 2.8835 -3.3529 -5.4340
H 1.1709 -3.5283 -5.1180
H 3.4688 -4.7423 -3.4991
H 1.7665 -4.9824 -3.1628
H 5.2460 -1.2055 -3.2169
H 4.8381 -2.7259 -3.9370
H 5.5003 -2.3841 -1.0504
H 6.6591 -2.9469 -2.2255
H 5.2613 -4.0135 -1.7551
H 4.3280 0.4734 -1.9283
H 5.4844 1.9950 -0.5560
H 5.3404 3.6893 -0.4748
H 5.4552 1.9506 -2.9850
H 6.6367 3.1850 -2.3927
H 5.0208 3.6579 -3.0486
H 0.0271 4.6202 -0.0375
H -4.5324 0.4654 -1.4657
H -0.3173 -4.0046 -2.8087
H -5.1832 -2.8628 -3.1961
H -5.6512 -1.2497 -2.6398
H -5.2292 -3.3974 -0.5031
H -6.8085 -2.9690 -1.2470
H -5.7919 -1.7270 -0.3659
H -3.7837 -4.7127 -2.7745
H -2.0389 -4.8521 -2.6163
H -3.6510 -3.7971 -4.9449
H -2.7509 -5.3137 -5.0504
H -1.8663 -3.8273 -4.9823
H -3.5632 5.6992 -0.3954
H -1.8593 5.7928 -0.1668
H -3.5029 4.4736 1.9427
H -3.2737 6.1464 1.8974
H -1.8372 5.1524 2.0788
H -5.2171 4.0139 -0.4297
H -5.4952 2.2744 -0.4590
H -4.9021 4.0605 -2.8430
H -6.2730 3.1681 -2.7694
H -4.7166 2.4009 -2.8954
H 1.8912 5.7136 -0.1951
H 3.5503 5.6482 -0.7095
H 2.5285 4.5250 1.9498
H 3.5272 5.9482 1.7536
H 4.0539 4.3334 1.3406
C 0.1060 -4.7815 1.4818
N -0.6013 -3.9374 2.3793
C -1.5063 -3.0056 1.8819
C -1.9440 -2.2704 2.9012
N -1.2524 -2.7016 4.0604
B -1.5863 -2.1640 5.4564
N -0.6291 -0.9817 5.8055
C 0.5396 -1.2091 6.4130
C 1.1270 -0.0242 6.6416
N 0.3189 0.9684 6.1497
C 0.6677 2.3677 6.0983
C -0.7424 0.3779 5.5633
S -1.9517 1.1696 4.7186
C -0.4256 -3.7233 3.7447
S 0.5321 -4.6474 4.7895
H 0.3837 -4.1226 0.6771
H -0.5416 -5.5758 1.0836
H 1.0000 -5.1934 1.9528
H -1.6837 -2.9745 0.7970
H -2.6573 -1.4245 2.9290
H -2.7748 -1.6566 5.4219
H -1.4991 -3.0440 6.3013
H 0.8771 -2.2175 6.6448
H 2.1420 0.2052 7.2032
H -0.2339 2.9376 6.1719
H 1.1955 2.6508 5.1949
H 1.2012 2.6694 7.0366
O 0.0400 2.6784 2.7259
H -0.3541 3.0324 1.8957
H -0.7155 2.2610 3.1972
N 2.8933 0.8016 2.1833
N 1.9296 0.1585 2.9901
H 2.6155 1.7629 2.2447
H 2.7614 0.5166 1.1883
H 1.3239 0.8752 3.3822
H 2.4051 -0.2812 3.8213
```

DFT (ωB97M-V with the def2-TZVPD basis set) results for the ion CH4ClN2OS with charge +1 at a distorted geometry.

Calculated values
ΔE to the lowest compared entry with this formula, charge and spin: 0.4394 eV
E_tot: -1083.3268 Eh
highest occupied orbital energy: -15.30 eV
LUMO energy: -6.13 eV
total charge: +1

```
10
CH4ClN2OS (ωB97M-V with the def2-TZVPD basis set)
C 0.5450 0.0733 -0.2959
N 0.6355 -0.1213 0.9682
N -0.4911 -0.2299 -1.0427
O 2.9369 0.9144 0.1510
S 2.1710 0.9534 -1.0576
Cl 1.1600 3.0773 -1.1268
H -0.2660 -0.5969 1.2997
H 1.5509 -0.1513 1.5408
H -1.3720 -0.5530 -0.6507
H -0.4444 -0.0341 -1.9829
```

DFT (ωB97M-V with the def2-TZVPD basis set) results for the molecule C4H7NS3 at a distorted geometry.

Calculated values
ΔE to the lowest compared entry with this formula, charge and spin: 3.0598 eV
E_tot: -1405.8110 Eh
highest occupied orbital energy: -8.24 eV
LUMO energy: 0.42 eV
SMILES string: CC1=NSCSCS1
total charge: 0

```
15
C4H7NS3 (ωB97M-V with the def2-TZVPD basis set)
C -0.8075 1.6292 1.8947
C -0.3035 1.1724 0.3836
N -1.1948 1.0274 -0.4964
S -1.1897 0.2542 -1.9923
C -0.5060 -1.3655 -1.8418
S 1.2451 -1.5250 -1.8282
C 1.6339 -0.8546 -0.1997
S 1.6169 0.8625 0.1132
H -0.8480 0.8835 2.6693
H -0.3336 2.4973 2.2770
H -1.9590 1.9819 1.8701
H -0.8090 -1.8910 -1.0040
H -0.6142 -1.9164 -2.6215
H 1.3636 -1.6000 0.6947
H 2.7059 -1.1561 0.0813
```